{
  "formula": "C28H25BCl3O2P",
  "method": "wB97M-V/def2-TZVPD",
  "symbols": ["Cl", "B", "Cl", "Cl", "O", "C", "C", "C", "C", "C", "C", "C", "H", "H", "H", "H", "H", "H", "C", "C", "C", "P", "C", "C", "C", "C", "C", "C", "C", "C", "C", "C", "C", "C", "C", "C", "C", "C", "C", "C", "O", "H", "H", "H", "H", "H", "H", "H", "H", "H", "H", "H", "H", "H", "H", "H", "H", "H", "H", "H"],
  "coordinates": [[-3.0708, 2.5493, 0.1818], [-2.8650, 0.7363, -0.1032], [-4.1245, -0.2961, 0.8042], [-3.0248, 0.3880, -1.9510], [-1.4537, 0.3777, 0.3113], [-1.0186, -0.7502, 0.7604], [-0.9194, -1.0237, 2.1670], [-0.9550, -2.3711, 2.6060], [-0.8812, -2.6590, 3.9673], [-0.6931, -1.6264, 4.9015], [-0.6596, -0.2922, 4.4633], [-0.7916, 0.0201, 3.1137], [-0.8411, -1.5833, 0.0747], [-1.0990, -3.1449, 1.8565], [-0.9709, -3.6846, 4.3272], [-0.5295, -1.8708, 5.9442], [-0.5361, 0.4985, 5.1987], [-0.8500, 1.0494, 2.7764], [2.9373, -1.4645, 0.8551], [2.8827, -0.9990, -0.5865], [1.6215, -1.2767, -1.2210], [1.3715, -1.1932, -2.9682], [1.1086, 0.5386, -3.4632], [2.1828, 1.4391, -3.3890], [1.9961, 2.7862, -3.7029], [0.7314, 3.2610, -4.0554], [-0.3427, 2.3722, -4.1006], [-0.1501, 1.0131, -3.8455], [2.7483, -1.6795, -4.0484], [2.9402, -1.0421, -5.2875], [3.9916, -1.4218, -6.1226], [4.8467, -2.4613, -5.7489], [4.6672, -3.0860, -4.5104], [3.6278, -2.7003, -3.6624], [-0.0742, -2.1715, -3.5160], [-0.0810, -2.8953, -4.7249], [-1.2093, -3.6326, -5.0994], [-2.3257, -3.7191, -4.2617], [-2.3384, -2.9912, -3.0740], [-1.2360, -2.2074, -2.7286], [3.8721, -0.4599, -1.1271], [2.4452, -2.4406, 0.9164], [3.9872, -1.5369, 1.1542], [2.4459, -0.7554, 1.5314], [0.8465, -1.7202, -0.6112], [3.1624, 1.0824, -3.0713], [2.8502, 3.4600, -3.6646], [0.5853, 4.3185, -4.2911], [-1.3457, 2.7250, -4.3321], [-0.9930, 0.3285, -3.9142], [2.2729, -0.2392, -5.6011], [4.1195, -0.9084, -7.0749], [5.6369, -2.7972, -6.4244], [5.3293, -3.8916, -4.1913], [3.4952, -3.1776, -2.6904], [0.7926, -2.8718, -5.3772], [-1.2173, -4.1451, -6.0603], [-3.1880, -4.3327, -4.5374], [-3.2087, -2.9902, -2.4169], [-1.3144, -1.5649, -1.8557]],
  "atomic_forces_ev_per_a": [[0.13, -0.52, 0.16], [-0.88, 0.64, -1.03], [0.60, 0.18, 0.02], [-0.09, 0.09, 0.51], [1.27, -1.98, 1.20], [-1.77, 1.27, 0.08], [0.60, 0.08, 0.44], [0.08, 0.49, 0.08], [-0.05, 0.09, 0.01], [0.11, 0.12, -1.11], [0.00, -0.14, 0.00], [-0.43, -0.39, 0.15], [-0.14, 0.22, -0.04], [0.12, -0.06, 0.21], [0.11, 0.26, -0.23], [-0.19, 0.08, -0.03], [-0.02, -0.08, -0.20], [0.20, -0.08, 0.00], [0.39, 0.00, 0.17], [0.01, 0.44, -1.03], [0.36, -0.37, -1.02], [0.12, 0.81, 0.71], [-0.33, 0.38, -0.32], [-0.04, 0.09, 0.07], [0.00, -0.29, 0.03], [-0.08, -0.19, 0.04], [0.07, 0.00, -0.08], [0.15, 0.02, 0.15], [0.51, -0.27, -0.09], [0.05, -0.12, 0.18], [-0.15, -0.19, 0.10], [-0.21, 0.00, 0.23], [-0.13, -0.04, 0.00], [-0.10, 0.22, -0.16], [-0.45, -0.31, -0.01], [-0.04, 0.18, 0.22], [0.07, 0.03, 0.13], [0.19, 0.16, 0.02], [0.21, 0.16, -0.03], [0.19, -0.04, 0.01], [-0.98, -0.56, 0.39], [0.13, 0.15, 0.27], [-0.20, -0.07, 0.01], [-0.03, -0.08, -0.14], [0.20, -0.32, -0.42], [-0.17, 0.06, -0.04], [-0.20, -0.11, 0.02], [0.03, -0.37, 0.12], [0.22, -0.04, -0.02], [0.15, 0.18, 0.02], [0.18, -0.20, 0.11], [0.01, -0.17, 0.21], [-0.20, 0.19, 0.27], [-0.12, 0.24, -0.16], [0.07, 0.12, -0.24], [-0.24, -0.03, 0.15], [0.08, 0.05, 0.25], [0.33, 0.25, 0.03], [0.20, 0.00, -0.23], [0.10, -0.24, -0.19]],
  "lowdin_charge": [0.508, -1.836, 0.511, 0.537, -0.049, -0.036, -0.178, 0.009, -0.051, -0.033, -0.043, 0.032, 0.112, 0.127, 0.113, 0.112, 0.113, 0.134, -0.045, -0.576, -0.201, 1.082, -0.302, -0.079, -0.073, -0.079, -0.075, -0.091, -0.304, -0.081, -0.073, -0.075, -0.072, -0.065, -0.270, -0.060, -0.074, -0.072, -0.075, -0.128, -0.035, 0.071, 0.080, 0.074, 0.011, 0.106, 0.105, 0.106, 0.107, 0.071, 0.112, 0.106, 0.106, 0.106, 0.113, 0.103, 0.105, 0.109, 0.111, 0.037],
  "e_above_lowest_kcal_mol": 12.6,
  "charge": 0,
  "fmax_ha_per_bohr": 0.05144,
  "lumo_ha": -0.085,
  "gap_ev": 5.44,
  "e_tot_ev": -81071.3755
}

{
  "formula": "C28H25BrIrSi",
  "method": "wB97M-V/def2-TZVPD",
  "symbols": ["C", "C", "C", "H", "C", "C", "H", "H", "H", "H", "Ir", "Br", "C", "C", "C", "H", "C", "C", "H", "H", "H", "H", "C", "C", "C", "C", "C", "C", "Si", "C", "C", "C", "C", "C", "C", "C", "C", "C", "C", "C", "C", "H", "H", "H", "H", "H", "H", "H", "H", "H", "H", "H", "H", "H", "H", "H"],
  "coordinates": [[-0.8631, -1.6483, -4.1399], [-0.8731, -2.6260, -3.1155], [-1.5481, -2.0725, -1.9859], [-0.4495, -3.6136, -3.1748], [-1.9317, -0.7317, -2.3029], [-1.4957, -0.4635, -3.6343], [-1.6450, 0.4717, -4.1547], [-0.3961, -1.7570, -5.1037], [-1.7925, -2.5815, -1.0668], [-2.5402, -0.0857, -1.6896], [0.1979, -0.7200, -2.1726], [1.0538, -2.6918, -0.6460], [2.2036, 0.2118, -1.8883], [1.3793, 1.0039, -2.7472], [1.3086, 0.3093, -4.0023], [1.0121, 2.0007, -2.5343], [2.0390, -0.9143, -3.8793], [2.6334, -0.9501, -2.5959], [3.2929, -1.7100, -2.2179], [2.5822, 0.5276, -0.9309], [0.7693, 0.6562, -4.8690], [2.1081, -1.6991, -4.6123], [0.5090, 4.4537, 1.5936], [1.5936, 3.7891, 1.0170], [1.4342, 2.4838, 0.5345], [0.1636, 1.8597, 0.5532], [-0.8661, 2.4755, 1.2410], [-0.7323, 3.7842, 1.7337], [-0.0945, -0.0716, 0.2762], [1.1047, -0.3643, 1.7460], [2.4444, -0.6609, 1.4496], [3.4122, -0.6142, 2.4421], [3.0764, -0.1997, 3.7344], [1.7529, 0.1973, 4.0128], [0.7807, 0.1297, 3.0151], [-1.8457, -0.7302, 0.9738], [-1.8605, -1.9155, 1.7313], [-3.0387, -2.4547, 2.2874], [-4.2685, -1.8199, 2.1036], [-4.2937, -0.6447, 1.3576], [-3.1140, -0.1157, 0.8072], [0.6076, 5.4827, 1.9349], [2.5771, 4.2850, 0.9252], [2.3208, 1.9306, 0.2246], [-1.7984, 1.9161, 1.4424], [-1.5886, 4.2809, 2.1983], [2.7232, -0.9517, 0.4329], [4.4329, -0.9473, 2.1962], [3.8271, -0.1924, 4.5233], [1.4809, 0.5493, 5.0197], [-0.2163, 0.5444, 3.2178], [-0.9213, -2.4465, 1.9046], [-2.9940, -3.3852, 2.8724], [-5.1917, -2.2406, 2.5362], [-5.2582, -0.1300, 1.1985], [-3.2038, 0.8070, 0.2270]],
  "atomic_forces_ev_per_a": [[-0.94, -0.12, -0.29], [-1.05, -0.07, -0.23], [-1.41, -0.73, -0.65], [0.05, -0.01, 0.03], [-1.61, -0.03, -0.55], [-0.96, -0.41, -0.50], [0.05, -0.12, -0.01], [0.00, 0.04, -0.04], [0.13, 0.07, -0.04], [0.03, -0.10, -0.11], [2.04, -1.55, 1.60], [0.23, -0.77, 0.23], [1.23, 0.58, -0.37], [0.88, 0.72, -0.60], [0.74, 0.22, 0.08], [0.11, -0.17, -0.02], [0.58, 0.65, -0.18], [0.33, 0.77, -0.50], [-0.06, -0.10, 0.04], [-0.15, -0.13, -0.10], [-0.01, -0.10, 0.01], [0.00, 0.02, -0.12], [-0.96, -0.40, -0.04], [0.14, -0.22, -0.23], [-0.60, 0.32, 0.02], [0.31, -1.07, 0.40], [-0.81, 0.96, 0.23], [0.85, 0.15, -0.28], [-0.66, 1.25, 2.54], [0.21, 0.22, -0.73], [-0.39, -0.21, 0.34], [0.52, -0.10, 0.31], [-0.48, -0.05, -0.15], [0.31, -0.16, 0.08], [0.27, -0.01, 0.32], [-0.24, 0.48, 0.20], [-0.13, -0.23, 0.15], [0.26, -0.01, -0.12], [0.17, -0.14, 0.05], [-0.11, 0.32, -0.24], [0.05, -0.18, -0.02], [0.02, -0.23, -0.01], [-0.65, -0.33, 0.20], [-0.27, 0.31, -0.08], [0.53, 0.59, -0.26], [0.38, -0.15, -0.02], [-0.04, -0.05, 0.58], [-0.45, 0.34, 0.26], [-0.15, 0.05, -0.19], [0.20, -0.13, -0.55], [0.34, -0.44, -0.08], [-0.20, 0.13, 0.00], [0.08, 0.49, -0.32], [0.59, 0.29, -0.28], [0.68, -0.24, 0.05], [0.05, -0.21, 0.17]],
  "lowdin_charge": [-0.161, -0.198, -0.306, 0.100, -0.263, -0.195, 0.114, 0.109, 0.087, 0.089, 1.103, 0.473, -0.289, -0.236, -0.174, 0.115, -0.144, -0.203, 0.089, 0.065, 0.111, 0.109, -0.095, -0.088, -0.102, -0.267, -0.135, -0.074, 0.641, -0.326, -0.186, -0.092, -0.089, -0.078, -0.099, -0.274, -0.122, -0.085, -0.103, -0.094, -0.137, 0.095, 0.107, 0.083, 0.081, 0.099, 0.028, 0.106, 0.096, 0.104, 0.112, 0.090, 0.105, 0.106, 0.107, 0.093],
  "charge": 0,
  "fmax_ha_per_bohr": 0.05877,
  "lumo_ha": [0.009, -0.115],
  "spin_multiplicity": 6,
  "gap_ev": [5.15, 5.09],
  "e_tot_ev": -110193.5370
}

{
  "formula": "C28H25Cl2N3O3",
  "method": "wB97M-V/def2-TZVPD",
  "symbols": ["C", "H", "H", "H", "O", "C", "O", "C", "C", "N", "C", "C", "C", "O", "C", "C", "C", "H", "H", "H", "H", "H", "H", "C", "C", "C", "N", "N", "C", "C", "C", "C", "C", "C", "C", "H", "H", "H", "H", "H", "C", "C", "C", "C", "C", "C", "C", "Cl", "H", "Cl", "H", "H", "H", "H", "H", "H", "H", "C", "H", "H", "H"],
  "coordinates": [[1.7949, -1.2230, 4.9652], [1.7285, -2.0801, 5.6395], [2.8300, -0.9312, 4.8084], [1.2262, -0.3953, 5.3940], [1.2856, -1.5593, 3.6877], [0.0126, -1.9896, 3.6553], [-0.6542, -2.0894, 4.6649], [-0.4151, -2.3110, 2.2889], [-1.5854, -2.9257, 2.0117], [-1.8942, -3.2587, 0.7056], [-0.9803, -3.1986, -0.3126], [0.2037, -2.5754, -0.1279], [1.2022, -2.4875, -1.1806], [2.2825, -1.9486, -1.0224], [0.8070, -3.0757, -2.5244], [-0.1177, -4.2746, -2.3703], [-1.3668, -3.8573, -1.6016], [-1.9462, -3.1483, -2.2038], [-2.0039, -4.7239, -1.4053], [0.3998, -5.0634, -1.8200], [-0.3933, -4.6696, -3.3498], [0.3004, -2.2850, -3.0873], [1.7150, -3.3400, -3.0679], [0.5061, -1.8577, 1.1695], [0.3158, -0.3812, 0.9622], [-0.7873, 0.2145, 0.3910], [-0.5991, 1.5499, 0.4515], [0.5602, 1.8537, 1.0256], [1.1406, 0.7054, 1.3465], [2.4377, 0.6838, 2.0152], [2.6833, 1.5685, 3.0616], [3.9014, 1.5569, 3.7145], [4.8888, 0.6657, 3.3262], [4.6576, -0.1996, 2.2695], [3.4414, -0.1920, 1.6109], [3.2807, -0.8396, 0.7626], [5.4333, -0.8818, 1.9522], [5.8396, 0.6532, 3.8401], [4.0832, 2.2431, 4.5298], [1.9076, 2.2596, 3.3554], [-1.4169, 2.5688, -0.1348], [-1.3015, 2.6050, -1.6407], [-0.2037, 2.0581, -2.2942], [-0.0961, 2.0860, -3.6724], [-1.1029, 2.6756, -4.4199], [-2.2061, 3.2400, -3.7997], [-2.2924, 3.1995, -2.4180], [-3.6717, 3.9191, -1.6631], [-2.9854, 3.7052, -4.3814], [-0.9896, 2.7178, -6.1401], [0.7640, 1.6572, -4.1608], [0.5874, 1.6069, -1.7153], [-1.0837, 3.5258, 0.2802], [-2.4631, 2.4122, 0.1490], [-1.6717, -0.2082, -0.0430], [1.5454, -2.0393, 1.4522], [-2.7523, -3.7678, 0.5504], [-2.6310, -3.3450, 2.9915], [-2.8048, -4.4189, 2.9206], [-2.3228, -3.0960, 4.0006], [-3.5670, -2.8314, 2.7722]],
  "atomic_forces_ev_per_a": [[0.05, 0.06, 0.48], [0.02, 0.09, -0.05], [-0.04, 0.00, -0.03], [0.07, -0.05, -0.01], [-0.25, -0.20, -0.48], [-0.20, -0.06, 0.59], [0.18, 0.10, 0.00], [-0.02, -0.30, -0.51], [0.34, 0.14, 0.49], [-0.29, -0.04, -0.16], [0.33, 0.05, -0.21], [-0.13, -0.08, 0.68], [-0.09, -0.20, -0.58], [-0.05, 0.01, 0.09], [0.23, -0.12, 0.00], [-0.13, 0.15, -0.08], [0.10, -0.10, -0.07], [-0.06, -0.03, 0.01], [-0.04, 0.05, 0.03], [-0.02, -0.05, -0.02], [0.01, -0.03, 0.04], [0.00, 0.04, -0.04], [0.00, 0.10, 0.04], [-0.11, 0.04, -0.15], [0.09, 0.25, -0.08], [0.25, -0.04, 0.11], [-0.01, -0.55, 0.24], [0.47, 0.67, 0.12], [-0.64, -0.16, -0.36], [0.34, 0.16, 0.15], [-0.05, -0.06, -0.07], [0.08, 0.07, 0.08], [0.10, 0.01, 0.07], [0.09, -0.07, 0.05], [-0.06, 0.08, -0.01], [-0.08, -0.09, -0.08], [0.05, -0.05, -0.04], [0.06, 0.00, 0.03], [0.00, 0.05, 0.05], [-0.08, 0.06, 0.04], [-0.21, 0.35, -0.13], [-0.14, 0.05, -0.02], [-0.09, 0.05, -0.02], [-0.06, 0.05, -0.08], [-0.06, 0.02, 0.37], [0.07, -0.03, -0.06], [0.35, -0.17, -0.12], [-0.21, 0.12, 0.08], [-0.07, 0.03, -0.05], [0.02, 0.00, -0.25], [0.08, -0.03, -0.08], [0.08, -0.08, 0.11], [-0.12, -0.16, 0.04], [0.20, 0.04, 0.03], [-0.21, -0.10, -0.11], [-0.17, -0.01, -0.10], [0.18, 0.04, 0.02], [0.06, 0.05, 0.16], [-0.03, -0.09, -0.05], [-0.09, -0.04, -0.06], [-0.11, 0.03, -0.04]],
  "lowdin_charge": [-0.035, 0.098, 0.084, 0.103, -0.044, -0.429, 0.088, -0.018, -0.211, 0.121, -0.185, -0.056, -0.352, 0.084, -0.104, -0.182, -0.117, 0.131, 0.120, 0.124, 0.114, 0.130, 0.122, -0.140, -0.089, 0.012, -0.169, 0.160, -0.183, -0.169, -0.039, -0.095, -0.102, -0.076, -0.021, 0.094, 0.103, 0.099, 0.101, 0.111, -0.112, -0.215, -0.011, -0.092, -0.677, -0.131, -0.606, 0.718, 0.104, 0.683, 0.108, 0.120, 0.142, 0.106, 0.140, 0.138, 0.149, -0.001, 0.091, 0.068, 0.093],
  "e_above_lowest_kcal_mol": 0.0,
  "charge": 0,
  "fmax_ha_per_bohr": 0.01608,
  "lumo_ha": 0.013,
  "smiles": "COC(=O)C1=C(C)NC2=C(C(=O)CCC2)[C@H]1c1cn(Cc2ccc(Cl)cc2Cl)nc1-c1ccccc1",
  "gap_ev": 8.64,
  "e_tot_ev": -65100.7037
}